This record from OMol25 describes a molecular structure, C46H53CsFN9O3S3 in a non-equilibrium geometry. The level of theory is wB97M-V/def2-TZVPD.

```
116
Properties=species:S:1:pos:R:3:lowdin_charge:R:1
Cs -0.305 0.062 -0.258 1.128
S -0.984 1.052 3.036 0.386
C -0.254 2.597 3.263 -1.291
S 0.181 3.531 1.899 0.346
C 0.002 3.066 4.574 -0.449
C -0.341 2.321 5.732 -0.332
N -0.610 1.782 6.722 0.076
C 0.618 4.311 4.853 -0.328
N 1.104 5.318 5.157 0.074
C -6.233 -0.918 -5.047 -0.048
C -5.624 0.417 -5.483 -0.321
C -6.708 1.488 -5.461 -0.158
C -6.121 2.863 -5.742 -0.137
C -5.077 3.166 -4.703 -0.153
C -4.858 4.452 -4.256 0.035
C -3.875 4.694 -3.306 -0.265
F -3.686 5.970 -2.904 0.052
C -3.108 3.690 -2.787 0.082
C -3.321 2.378 -3.223 -0.036
C -2.484 1.302 -2.650 -0.332
O -1.712 1.533 -1.723 -0.241
C -2.635 0.018 -3.303 -0.030
C -3.591 -0.150 -4.236 0.013
N -4.504 0.805 -4.612 0.007
C -4.315 2.108 -4.177 -0.086
C -1.772 -1.212 -2.939 -0.693
O -1.303 -1.846 -3.900 -0.024
O -1.710 -1.445 -1.713 -0.325
H -7.168 -1.080 -5.586 0.077
H -6.444 -0.896 -3.977 0.095
H -5.578 -1.763 -5.249 0.072
H -5.251 0.318 -6.511 0.150
H -7.175 1.492 -4.472 0.132
H -7.468 1.225 -6.198 0.115
H -6.895 3.632 -5.727 0.113
H -5.673 2.870 -6.742 0.124
H -5.444 5.274 -4.649 0.122
H -2.345 3.870 -2.038 0.143
H -3.662 -1.096 -4.755 0.132
C 5.318 -2.882 -5.491 -0.074
C 4.426 -3.702 -4.558 -0.560
C 5.327 -4.608 -3.705 -0.051
C 3.495 -4.570 -5.417 -0.047
C 3.585 -2.823 -3.638 -0.166
C 2.710 -3.405 -2.725 -0.007
C 1.957 -2.585 -1.899 -0.115
N 2.024 -1.266 -1.925 0.083
C 2.844 -0.686 -2.795 -0.188
C 3.641 -1.437 -3.661 0.041
C 2.856 0.804 -2.775 -0.192
C 3.614 1.571 -3.653 0.027
C 3.577 2.961 -3.589 -0.168
C 2.755 3.528 -2.625 0.008
C 2.032 2.690 -1.779 -0.095
N 2.082 1.373 -1.848 0.076
C 4.437 3.784 -4.546 -0.560
C 4.237 5.288 -4.350 -0.072
C 5.915 3.455 -4.292 -0.049
C 4.071 3.434 -5.995 -0.050
H 5.902 -3.554 -6.124 0.079
H 6.015 -2.259 -4.927 0.085
H 4.722 -2.238 -6.141 0.086
H 5.939 -5.246 -4.349 0.079
H 4.737 -5.251 -3.051 0.076
H 5.989 -4.008 -3.078 0.090
H 4.082 -5.199 -6.093 0.079
H 2.829 -3.942 -6.011 0.094
H 2.874 -5.219 -4.799 0.078
H 2.599 -4.480 -2.653 0.106
H 1.264 -3.013 -1.180 0.109
H 4.300 -0.932 -4.352 0.087
H 4.240 1.087 -4.391 0.096
H 2.661 4.598 -2.504 0.103
H 1.397 3.108 -0.999 0.090
H 4.514 5.597 -3.341 0.087
H 3.198 5.575 -4.526 0.087
H 4.865 5.836 -5.056 0.080
H 6.179 3.678 -3.257 0.092
H 6.557 4.049 -4.949 0.080
H 6.124 2.399 -4.471 0.076
H 3.016 3.649 -6.182 0.091
H 4.240 2.377 -6.208 0.074
H 4.672 4.024 -6.692 0.080
C -4.025 -2.806 -0.330 -0.091
N -4.054 -1.768 0.671 -0.158
C -4.528 -0.418 0.408 -0.116
C -4.044 0.359 1.642 -0.160
N -3.629 -0.706 2.559 0.004
C -3.531 -1.897 1.907 -0.878
S -2.922 -3.317 2.536 0.525
H -4.402 -2.395 -1.265 0.081
H -4.640 -3.657 -0.024 0.072
H -3.006 -3.147 -0.499 0.067
H -5.622 -0.411 0.324 0.112
H -4.107 -0.027 -0.521 0.106
H -4.833 0.960 2.092 0.110
H -3.201 1.008 1.413 0.061
H -2.901 -0.467 3.229 0.031
N 2.042 -1.793 1.437 0.174
C 2.356 -2.674 2.116 -0.275
N 2.652 -3.681 2.930 -0.108
C 2.867 -5.001 2.334 -0.160
C 3.046 -6.030 3.438 -0.196
C 1.813 -6.090 4.352 -0.191
C 1.265 -4.682 4.685 -0.157
C 2.282 -3.600 4.345 -0.144
H 3.755 -4.964 1.697 0.118
H 2.017 -5.281 1.701 0.128
H 3.934 -5.777 4.023 0.108
H 3.227 -7.005 2.984 0.106
H 2.079 -6.623 5.267 0.098
H 1.031 -6.668 3.856 0.104
H 1.009 -4.608 5.743 0.110
H 0.357 -4.486 4.115 0.113
H 3.176 -3.710 4.965 0.117
H 1.865 -2.611 4.528 0.137
```

The value obtained for the energy above the lowest of the compared OMol25 structures with the same formula, charge and spin is 105.3 kJ/mol. The net charge is -2. The value obtained for the HOMO energy is -0.0278 Ha.